1.
# C2H9NO

A 2-piece molecular cluster, C2H9NO overall in a non-equilibrium geometry (the ωB97M-V functional and the def2-TZVPD basis, the OMol25 dataset).

* total energy: -211.56613 hartree
* gap between HOMO and LUMO: 10.79 eV
* energy relative to the best compared isomer or geometry (same formula, charge and spin): 49.7 kJ/mol
* max |F|: 1.6 eV/Å
* net charge: 0
* SMILES: NCO.C
* LUMO level: 0.90 eV
* HOMO level: -9.883 eV
* 2S+1: 1

CARTESIAN COORDINATES (ANGSTROEM)
C  -1.4255  -1.8348  1.0453
H  -1.7262  -0.9080  1.5577
H  -0.5859  -2.2540  1.5891
H  -1.1846  -1.4913  0.0454
H  -2.3304  -2.4277  0.9179
N  2.0899  0.9187  -0.5249
C  0.8042  1.5476  -0.4949
O  -0.1591  0.5385  -0.9837
H  2.1685  0.2453  0.2282
H  2.1089  0.4451  -1.4188
H  0.4303  1.8140  0.4913
H  0.7724  2.4126  -1.1642
H  -0.9624  0.9938  -1.2884

2.
# C10H21N3O4

The molecule C10H21N3O4 in a non-equilibrium geometry (the ωB97M-V functional and the def2-TZVPD basis, the OMol25 dataset).

* total energy: -858.86985 hartree
* gap between HOMO and LUMO: 10.08 eV
* energy relative to the best compared isomer or geometry (same formula, charge and spin): 107.9 kJ/mol
* max |F|: 3.1 eV/Å
* net charge: 0
* SMILES: C[C@@H](O)[C@H](N)C(=O)N[C@@H](CCCCN)C(=O)O
* LUMO level: 0.39 eV
* HOMO level: -9.687 eV
* 2S+1: 1

CARTESIAN COORDINATES (ANGSTROEM)
C  1.9653  -0.0659  0.2996
C  1.7902  -1.1835  -0.7191
C  3.3280  0.5389  0.1670
C  3.5497  1.2761  -1.2030
C  -0.6331  -1.3350  -0.2301
C  -0.8754  -2.5498  0.6138
C  -1.8193  -0.9432  -1.1458
C  -3.1731  -0.6666  -0.5277
C  -3.1248  0.5247  0.4528
C  -2.6453  1.8216  -0.2076
H  2.6096  -1.4467  1.6577
H  2.1275  0.0047  2.3477
H  1.2098  0.6994  0.1899
H  4.0342  -0.2624  0.2297
H  4.4541  1.5781  1.4120
H  3.5738  0.6135  -2.0463
H  2.7506  2.0021  -1.4336
H  4.4514  1.9105  -1.0951
H  0.5835  -2.3592  -1.6014
H  -0.5316  -0.4439  0.4154
H  -1.8615  -1.6353  -2.0016
H  -1.5769  -0.0130  -1.5909
H  -3.5143  -1.4930  0.0941
H  -3.9156  -0.5622  -1.2637
H  -2.4565  0.2502  1.3413
H  -4.1599  0.7258  0.8755
H  -1.5452  1.7147  -0.3895
H  -3.1364  1.7425  -1.1645
H  -2.7474  3.8750  0.0744
H  -2.8232  3.1074  1.4133
H  0.3829  -1.8268  1.9834
N  1.8447  -0.7222  1.6145
N  0.5123  -1.5732  -1.0068
N  -3.1354  3.0172  0.4766
O  2.7384  -1.7331  -1.2853
O  3.5190  1.4436  1.2382
O  -1.7802  -3.3619  0.3885
O  0.0302  -2.6693  1.6266

3.
# C50H55BiCl3N2PS2Si

C50H55BiCl3N2PS2Si as an isolated structure (the ωB97M-V functional and the def2-TZVPD basis, the OMol25 dataset).

* total energy: -5070.53377 hartree
* gap between HOMO and LUMO: 7.84 eV
* energy relative to the best compared isomer or geometry (same formula, charge and spin): 0.0 kJ/mol
* max |F|: 0.1 eV/Å
* net charge: 0
* LUMO level: -0.02 eV
* HOMO level: -7.863 eV
* 2S+1: 1

CARTESIAN COORDINATES (ANGSTROEM)
Bi  0.4041  0.3328  -1.2622
C  3.1038  -3.4700  2.6545
C  2.6671  -2.0226  2.8534
C  3.2278  -1.5100  4.1844
C  3.0653  -1.1059  1.7086
C  2.7804  0.2617  1.7812
C  3.1983  1.1414  0.7992
C  3.8924  0.6832  -0.3242
C  4.3439  1.6349  -1.3947
C  4.1319  -0.6787  -0.4213
C  3.7340  -1.5594  0.5804
H  2.7346  -4.0884  3.4753
H  4.1939  -3.5482  2.6483
H  2.7301  -3.8937  1.7231
H  1.5727  -1.9996  2.9238
H  4.3191  -1.4864  4.1506
H  2.9274  -2.1661  5.0043
H  2.8794  -0.5041  4.4153
H  2.2331  0.6496  2.6330
H  2.9898  2.2001  0.8984
H  3.4872  2.1135  -1.8699
H  4.9232  1.1220  -2.1628
H  4.9607  2.4328  -0.9768
H  4.6603  -1.0651  -1.2861
H  3.9729  -2.6091  0.4700
C  -0.4988  -4.2960  4.8043
C  -1.1043  -4.7021  3.4530
C  -2.6243  -4.8590  3.5955
C  -0.5065  -6.0450  3.0352
C  -0.8118  -3.6087  2.4337
C  -0.0900  -3.8206  1.2696
C  0.1623  -2.7531  0.4236
N  -0.2802  -1.5190  0.6377
C  -0.9875  -1.2934  1.7549
C  -1.2529  -2.3082  2.6616
C  -1.4699  0.0946  2.0031
C  -2.5657  0.3351  2.8264
C  -3.0262  1.6305  3.0130
C  -2.3251  2.6414  2.3607
C  -1.2508  2.3186  1.5544
N  -0.8278  1.0690  1.3660
C  -4.2635  1.9591  3.8389
C  -4.8553  0.7215  4.5131
C  -5.3203  2.5605  2.9005
C  -3.8985  2.9787  4.9256
H  -0.6790  -5.0800  5.5421
H  -0.9361  -3.3723  5.1851
H  0.5795  -4.1484  4.7185
H  -2.8518  -5.6362  4.3273
H  -3.0763  -5.1414  2.6432
H  -3.0939  -3.9335  3.9311
H  -0.7329  -6.7941  3.7952
H  0.5792  -5.9881  2.9362
H  -0.9227  -6.3953  2.0890
H  0.2972  -4.7934  1.0057
H  0.7488  -2.8989  -0.4753
H  -1.7908  -2.0767  3.5694
H  -3.0889  -0.4946  3.2751
H  -2.6214  3.6780  2.4465
H  -0.7143  3.0864  1.0106
H  -5.1933  -0.0150  3.7817
H  -5.7211  1.0141  5.1086
H  -4.1368  0.2440  5.1827
H  -5.5835  1.8554  2.1102
H  -4.9590  3.4739  2.4273
H  -6.2240  2.8035  3.4628
H  -3.1345  2.5793  5.5951
H  -4.7823  3.2182  5.5197
H  -3.5222  3.9087  4.4995
Cl  -3.5872  -0.0895  -0.5721
Si  -2.1899  0.8514  -1.8006
Cl  -2.5824  2.8564  -1.5671
Cl  -2.7566  0.3788  -3.7210
S  1.1059  3.7559  -1.0273
P  1.0196  3.5080  -2.9799
S  0.7582  1.5861  -3.6381
C  -0.2742  4.5301  -3.7482
C  -1.2068  4.0128  -4.6365
C  -2.1691  4.8452  -5.1937
C  -2.1989  6.1912  -4.8672
C  -1.2645  6.7118  -3.9791
C  -0.3062  5.8844  -3.4205
C  2.5301  4.1247  -3.7922
C  2.7382  3.8637  -5.1448
C  3.8655  4.3548  -5.7815
C  4.7909  5.1108  -5.0722
C  4.5855  5.3734  -3.7268
C  3.4558  4.8818  -3.0859
H  -1.1924  2.9575  -4.8780
H  -2.9003  4.4340  -5.8775
H  -2.9516  6.8375  -5.3002
H  -1.2870  7.7624  -3.7195
H  0.4130  6.2848  -2.7153
H  2.0213  3.2667  -5.6960
H  4.0248  4.1460  -6.8315
H  5.6726  5.4927  -5.5707
H  5.3058  5.9600  -3.1711
H  3.2898  5.0700  -2.0324
C  -2.0889  -4.7251  -3.3621
C  -2.4680  -3.6734  -2.5011
C  -1.6064  -2.6449  -2.2523
C  -0.3208  -2.5891  -2.8435
C  0.5988  -1.5260  -2.5948
C  1.8459  -1.5906  -3.1630
C  2.2328  -2.6591  -4.0035
C  1.3568  -3.6684  -4.2663
C  0.0623  -3.6619  -3.6902
C  -0.8517  -4.7168  -3.9374
H  -2.7782  -5.5359  -3.5605
H  -3.4462  -3.6790  -2.0370
H  -1.9037  -1.8607  -1.5700
H  2.5669  -0.7973  -2.9884
H  3.2243  -2.6638  -4.4388
H  1.6352  -4.4921  -4.9132
H  -0.5447  -5.5217  -4.5952

4.
# C8H15Br

The molecule C8H15Br in a non-equilibrium geometry (the ωB97M-V functional and the def2-TZVPD basis, the OMol25 dataset).

* total energy: -2887.75600 hartree
* gap between HOMO and LUMO: 9.40 eV
* energy relative to the best compared isomer or geometry (same formula, charge and spin): 150.8 kJ/mol
* max |F|: 5.4 eV/Å
* net charge: 0
* SMILES: CC(C)=C(C)C(C)(C)Br
* LUMO level: 0.76 eV
* HOMO level: -8.645 eV
* 2S+1: 1

CARTESIAN COORDINATES (ANGSTROEM)
C  -0.4542  -1.1201  -0.3322
C  0.0677  0.0901  -0.3926
C  -0.0660  -2.2880  0.5727
C  -1.7849  -1.4980  -0.8746
C  -0.6622  0.9052  -1.4679
C  1.1631  0.7377  1.8360
C  1.6531  1.9655  -0.2465
C  1.2999  0.6252  0.2859
Br  2.8058  -0.4841  -0.2813
H  -0.8573  -2.4968  1.2150
H  0.1295  -3.1035  -0.0603
H  0.7934  -1.9792  1.1109
H  -2.6030  -0.9910  -0.1716
H  -2.0032  -1.2160  -1.9830
H  -1.9339  -2.4873  -0.7942
H  -0.4064  0.4215  -2.4811
H  -1.6685  0.7130  -1.1566
H  -0.3817  1.9221  -1.6804
H  0.0501  0.8006  1.9934
H  1.6151  1.6230  2.2327
H  1.5646  -0.1709  2.3963
H  2.5814  2.3261  0.0353
H  0.9349  2.7079  -0.1544
H  1.6177  1.9249  -1.3555

5.
# C7H13N

The molecule C7H13N in a non-equilibrium geometry (the ωB97M-V functional and the def2-TZVPD basis, the OMol25 dataset).

* total energy: -329.13017 hartree
* gap between HOMO and LUMO (spin up / spin down): 7.16 / 7.03 eV
* energy relative to the best compared isomer or geometry (same formula, charge and spin): 371.0 kJ/mol
* max |F|: 3.2 eV/Å
* net charge: 0
* LUMO level (spin up / spin down): 0.91 / 0.85 eV
* HOMO level (spin up / spin down): -6.250 / -6.177 eV
* 2S+1: 1

CARTESIAN COORDINATES (ANGSTROEM)
C  -0.3812  -0.7271  -1.1743
C  -1.0169  -2.0733  -1.2667
C  1.8200  1.2492  -1.0344
C  0.8994  1.6817  1.3619
C  0.9079  0.8946  0.0928
C  -1.2135  -0.1278  0.6354
C  -1.4567  -0.9194  1.6922
N  0.0848  -0.1393  -0.0364
H  0.1022  -0.4072  -2.0854
H  -1.8497  0.7165  0.4066
H  -0.3871  -2.8972  -0.9093
H  -1.2823  -2.2926  -2.3016
H  -1.9682  -2.1334  -0.7332
H  2.3963  0.3789  -1.3654
H  1.2622  1.6091  -1.9027
H  0.6941  1.0713  2.2498
H  0.1527  2.4831  1.3282
H  1.8769  2.1334  1.5484
H  2.5170  2.0314  -0.7380
H  -2.3719  -0.8240  2.2508
H  -0.7860  -1.7079  1.9813

6.
# C5H5Cl

A 2-piece molecular cluster, C5H5Cl overall in a non-equilibrium geometry (the ωB97M-V functional and the def2-TZVPD basis, the OMol25 dataset).

* total energy: -653.38779 hartree
* gap between HOMO and LUMO (spin up / spin down): 6.90 / 6.90 eV
* energy relative to the best compared isomer or geometry (same formula, charge and spin): 769.2 kJ/mol
* max |F|: 3.8 eV/Å
* net charge: 0
* LUMO level (spin up / spin down): -1.56 / -1.56 eV
* HOMO level (spin up / spin down): -8.460 / -8.457 eV
* 2S+1: 1

CARTESIAN COORDINATES (ANGSTROEM)
C  1.3206  0.5335  1.4420
C  0.7391  1.3562  0.6837
C  1.4844  -0.3794  2.3359
C  -0.1001  0.3640  -1.6915
C  -1.5453  0.1824  -1.5024
Cl  0.6705  -1.0234  -2.3959
H  2.5168  -0.6453  2.7496
H  0.6571  -0.9536  2.7933
H  -1.9253  0.5686  -0.6131
H  -1.9283  -0.8058  -1.4044
H  -1.8895  0.8030  -2.3973

Question: Among the records above, which one has the highest energy relative to the best compared isomer or geometry (same formula, charge and spin)?
Answer: C5H5Cl

Question: Number 5 is which compound?
Answer: C7H13N

Question: Number 5 is which compound?
Answer: C7H13N

Question: Which value of net charge does entry 4 give?
Answer: 0